A molecular structure, C44H47BrF40O11S. Source: OMol25; level of theory: the ωB97M-V functional and the def2-TZVPD basis.

- Electronic energy: -9499.20928 Eh
- Largest force on an atom: 3.41 eV Å⁻¹
- Frontier orbital gap: 9.2 eV

Each line ends with the Mulliken charge.
Cartesian coordinates (Å):
C  -0.469  -3.702  7.448  -1.105
C  -0.532  -3.644  5.862  -0.140
O  -0.817  -2.278  5.484  -0.093
C  -2.106  -2.114  5.003  0.160
O  -3.010  -2.672  5.592  -0.610
C  -2.481  -1.214  3.784  0.173
C  -1.911  -1.705  2.399  -0.960
C  -0.344  -1.839  2.321  -0.007
C  0.463  -0.497  2.117  0.953
C  -0.207  0.905  2.357  0.805
C  0.423  1.721  3.547  0.018
C  1.581  2.566  3.189  -0.520
C  2.264  3.428  4.172  -0.844
C  1.745  3.420  5.555  -0.756
C  0.600  2.565  5.903  0.621
C  0.013  2.547  7.371  -1.184
C  -0.087  1.709  4.926  -0.247
O  1.679  -0.740  2.931  -0.372
S  2.651  -1.721  2.000  1.624
O  2.505  -3.127  2.336  -0.651
O  4.007  -1.189  1.926  -0.709
O  2.024  -1.520  0.460  -0.339
C  1.124  -0.378  0.659  -0.265
C  0.172  -0.313  -0.586  -0.802
C  0.443  0.893  -1.583  -0.154
C  -0.386  2.202  -1.255  -1.061
Br  2.374  1.283  -1.845  -0.179
H  0.487  -4.209  7.737  0.334
H  -0.400  -2.633  7.804  0.225
H  -1.383  -4.149  7.906  0.287
H  -1.216  -4.402  5.408  0.391
H  0.506  -3.902  5.497  0.175
H  -2.215  -0.158  4.053  -0.169
H  -3.604  -1.229  3.694  0.497
H  -2.293  -0.982  1.617  0.156
H  -2.376  -2.694  2.157  0.424
H  -0.126  -2.480  1.414  -0.441
H  0.043  -2.443  3.189  0.173
H  -0.014  1.524  1.431  -0.410
H  -1.315  0.899  2.492  0.166
H  1.989  2.598  2.144  0.285
H  3.123  4.084  3.881  0.357
H  2.216  4.077  6.326  0.312
H  -1.100  2.728  7.307  0.306
H  0.446  3.438  7.891  0.366
H  0.189  1.575  7.890  0.239
H  -0.955  1.080  5.222  0.310
H  1.868  0.450  0.828  0.847
H  0.164  -1.254  -1.193  0.486
H  -0.872  -0.160  -0.184  -0.075
H  0.073  0.553  -2.591  0.555
H  -1.395  1.978  -0.823  0.144
H  0.178  2.913  -0.586  0.276
H  -0.538  2.749  -2.223  0.410
C  -5.796  3.804  0.760  -0.838
C  -4.620  3.301  1.620  0.986
C  -4.094  4.273  2.671  0.019
F  -3.602  5.404  2.132  -0.201
F  -3.070  3.698  3.346  -0.216
F  -3.617  2.885  0.819  -0.197
F  -5.060  2.185  2.273  -0.363
O  -5.475  4.320  -0.532  -0.423
C  -5.108  5.666  -0.625  0.823
C  -3.679  5.841  -1.143  0.137
F  -2.782  5.248  -0.330  -0.206
F  -3.349  7.157  -1.201  -0.278
F  -5.314  6.284  0.552  -0.299
F  -5.967  6.230  -1.501  -0.325
H  -6.407  2.925  0.546  0.402
H  -6.458  4.474  1.312  0.352
H  -4.875  4.539  3.389  0.269
H  -3.568  5.409  -2.140  0.226
C  0.348  -5.750  0.277  -0.299
C  -1.060  -5.720  0.908  1.061
C  -1.554  -7.034  1.512  0.030
F  -1.662  -8.011  0.592  -0.243
F  -2.791  -6.866  2.043  -0.268
F  -1.942  -5.243  0.000  -0.343
F  -1.018  -4.797  1.913  -0.270
O  0.416  -5.898  -1.141  -0.367
C  0.388  -7.195  -1.666  0.618
C  -0.831  -7.432  -2.560  0.242
F  -1.983  -7.260  -1.875  -0.240
F  -0.835  -8.700  -3.031  -0.266
F  0.488  -8.098  -0.672  -0.286
F  1.510  -7.325  -2.406  -0.212
H  0.777  -4.762  0.458  -0.018
H  1.019  -6.441  0.791  0.363
H  -0.889  -7.375  2.311  0.323
H  -0.832  -6.742  -3.407  0.223
C  -5.074  11.754  1.016  -0.734
C  -4.044  12.873  0.769  0.869
C  -4.388  13.876  -0.333  0.100
F  -4.488  13.292  -1.543  -0.212
F  -3.409  14.809  -0.435  -0.275
F  -2.831  12.317  0.552  -0.264
F  -3.936  13.572  1.936  -0.332
O  -4.809  10.488  0.412  -0.344
C  -5.232  10.292  -0.906  0.727
C  -4.062  10.028  -1.856  0.588
F  -3.196  11.065  -1.874  -0.253
F  -4.502  9.864  -3.128  -0.267
F  -6.002  11.323  -1.302  -0.301
F  -6.038  9.207  -0.885  -0.286
H  -5.037  11.546  2.087  0.418
H  -6.099  12.084  0.833  0.323
H  -5.325  14.395  -0.115  0.282
H  -3.512  9.134  -1.560  0.050
C  5.264  -4.338  0.139  -0.579
C  6.309  -3.225  -0.041  0.818
C  6.022  -2.210  -1.147  0.343
F  5.980  -2.779  -2.370  -0.194
F  7.008  -1.278  -1.191  -0.293
F  7.532  -3.787  -0.204  -0.311
F  6.359  -2.544  1.137  -0.289
O  5.545  -5.602  -0.467  -0.395
C  5.187  -5.777  -1.805  0.735
C  6.396  -6.043  -2.702  0.104
F  7.272  -5.019  -2.669  -0.223
F  6.002  -6.186  -3.993  -0.216
F  4.447  -4.734  -2.226  -0.252
F  4.369  -6.854  -1.836  -0.247
H  5.243  -4.558  1.208  0.459
H  4.254  -3.991  -0.091  0.264
H  5.077  -1.689  -0.968  0.059
H  6.923  -6.948  -2.393  0.234
C  4.640  -4.097  -7.724  -0.778
C  3.247  -4.047  -7.066  0.853
C  2.788  -5.325  -6.364  0.379
F  2.679  -6.365  -7.213  -0.243
F  1.557  -5.145  -5.818  -0.264
F  2.338  -3.649  -7.986  -0.287
F  3.290  -3.059  -6.126  -0.306
O  4.680  -4.341  -9.130  -0.416
C  4.665  -5.670  -9.563  0.812
C  3.432  -5.989  -10.411  0.180
F  2.293  -5.791  -9.715  -0.211
F  3.441  -7.288  -10.794  -0.257
F  4.804  -6.500  -8.513  -0.274
F  5.775  -5.832  -10.318  -0.302
H  5.053  -3.092  -7.620  0.423
H  5.334  -4.739  -7.179  0.395
H  3.475  -5.599  -5.558  0.047
H  3.400  -5.360  -11.303  0.241